Record 1
DFT (ωB97M-V with the def2-TZVPD basis set) results for a molecular structure, C39H58N7O6PRbS3 at a distorted geometry.

XYZ file:
```
115
Properties=species:S:1:pos:R:3:forces:R:3
Rb 0.68515 -0.32629 -0.10369 -0.1 1.1 -0.2
S 2.07435 -0.59559 4.31071 0.4 0.1 0.0
S 3.50295 -2.59959 2.06031 0.1 0.2 0.3
S -1.04385 -2.45089 1.46341 -0.8 -1.6 1.7
P 3.01985 0.32881 -2.16469 0.9 0.0 -0.9
O -0.77645 -1.64899 -3.74149 -0.3 0.6 -0.6
O -0.13875 2.23751 0.27911 0.1 -0.4 0.2
O 3.90615 -1.04539 -2.27969 0.1 0.5 0.2
O -0.17955 -2.58729 0.28611 0.4 -1.1 -0.9
O 4.23745 1.31251 -2.69559 -0.4 0.2 0.5
O 3.11375 0.71591 -0.60429 0.3 0.0 -0.1
N 0.33375 4.41291 0.00861 0.3 0.2 0.2
N -0.46005 -0.69369 -2.97769 0.5 -1.9 1.4
N -0.39755 0.51151 -3.28569 0.5 1.4 0.2
N -2.11025 1.93731 4.47081 0.2 0.1 0.2
N -3.90305 2.21591 2.86531 -0.2 0.2 -0.1
N -3.76555 0.19471 4.19311 -0.1 -0.3 0.1
N -2.13305 0.61261 2.44701 0.2 -0.1 -0.1
C -0.68125 3.61431 -5.13509 0.0 -0.1 0.0
C -3.03395 2.86891 3.84181 0.0 0.2 0.0
C -3.78425 -5.32779 2.40631 0.0 -0.1 0.0
C -3.12075 -4.11549 2.33311 0.1 0.1 0.0
C 3.70735 -1.08089 4.32271 -1.2 0.9 0.8
C 4.27575 0.42511 0.18561 0.6 0.1 0.6
C -1.98715 -4.00519 1.54591 -0.1 0.3 -0.1
C -0.01315 -2.91189 2.89441 -0.2 0.5 -0.3
C 4.52765 -0.53899 5.46421 0.0 0.0 0.1
C -4.65785 2.26861 -4.63549 -0.3 0.0 0.0
C -5.17125 1.04801 -5.05399 -0.1 0.0 0.0
C 0.68865 3.03531 -3.24919 -0.1 -0.1 0.0
C -3.04945 1.58081 1.85851 -0.1 0.1 -0.2
C -1.05785 1.43261 -3.98519 -0.4 -0.4 -0.4
C -2.98965 0.06501 -4.79859 0.2 0.0 0.0
C -4.64415 1.17301 3.56411 -0.2 0.0 0.0
C 4.19295 1.25431 1.45261 -0.2 -0.1 -0.3
C 1.03295 5.12561 -4.39189 0.1 0.1 0.1
C -1.53855 -5.08809 0.81221 0.2 0.2 -0.1
C 3.92205 -3.34369 -1.59239 -0.2 0.3 -0.1
C -0.42435 3.31121 -0.20599 -0.4 0.7 -0.2
C -3.32525 -6.43299 1.69971 0.0 0.0 0.0
C 0.00655 4.80101 -5.26899 0.1 0.2 0.0
C -2.20015 -6.29729 0.89371 -0.1 0.1 0.1
C 4.30595 -1.88979 3.38281 0.2 -1.0 -1.2
C -2.45225 1.29331 -4.37909 -0.3 -0.1 -0.2
C -4.32565 -0.05079 -5.12249 -0.3 0.1 -0.1
C -2.91835 -0.38919 3.15391 -0.1 -0.1 0.0
C -4.01165 -7.75979 1.82181 0.0 0.0 0.0
C -1.29915 1.31211 3.42441 0.1 0.1 0.0
C 5.77375 -2.21289 3.52691 0.1 0.0 0.0
C -0.37255 2.69951 -4.11099 0.4 0.2 -0.1
C 4.13605 2.47541 -4.82829 0.0 -0.3 0.3
C 1.36155 4.22851 -3.38419 0.1 0.2 0.0
C -3.33005 2.38781 -4.28699 0.1 -0.1 0.0
C 3.30195 -2.30769 -2.51459 -0.1 -0.6 -0.1
C -2.88885 0.89741 5.12861 0.0 0.0 0.2
C -1.67365 3.56361 -1.01689 0.1 -0.3 0.0
C 4.60455 1.24801 -4.05939 0.1 0.0 -0.5
H -3.48245 -3.26509 2.89261 -0.1 0.1 0.1
H 5.28165 0.16181 5.09691 0.1 0.0 0.0
H 3.48815 -2.57589 -3.56149 -0.1 0.1 0.1
H -4.01335 -8.28839 0.87151 0.0 -0.1 -0.1
H -1.45465 3.36601 -5.84719 -0.1 0.0 0.0
H -3.50445 1.34901 5.91401 0.1 0.0 0.0
H -0.66905 -4.95689 0.18651 0.1 0.0 -0.1
H -5.03765 -7.64059 2.15991 -0.1 0.0 0.0
H -4.71665 -1.00659 -5.44839 0.0 0.0 0.0
H 5.18405 0.66501 -0.37609 -0.2 -0.1 -0.1
H -4.67045 -5.41809 3.02021 -0.1 0.0 0.0
H 0.66205 -2.08459 3.13391 0.0 -0.1 -0.1
H 6.09925 -2.80789 2.67601 0.0 0.0 0.1
H 3.05475 2.56691 -4.76149 -0.1 0.0 -0.1
H 2.15695 4.46071 -2.68909 0.1 0.0 0.0
H -2.23915 -1.09979 3.62911 0.0 0.0 0.0
H -1.43205 4.13211 -1.91039 0.0 0.1 -0.1
H 2.22075 -2.25799 -2.35499 -0.1 0.0 -0.2
H -1.84255 -7.14639 0.32841 0.0 -0.1 -0.1
H -2.96065 3.33411 -3.91579 0.0 0.1 0.0
H 3.23045 1.08351 1.93241 0.0 0.0 0.2
H -0.65585 -3.12289 3.74321 -0.2 0.0 0.1
H 0.57385 -3.78199 2.61831 0.0 -0.1 -0.1
H -5.26195 1.64001 4.33871 0.0 -0.1 -0.1
H 3.87675 -0.00899 6.15571 0.1 0.0 0.0
H 0.97235 2.34961 -2.46179 -0.1 -0.1 -0.1
H -3.68455 1.08071 1.11961 0.1 0.0 0.0
H 1.23095 4.29351 0.45171 -0.1 0.0 0.0
H -0.60565 0.60731 3.88761 0.0 0.0 0.0
H -2.46395 2.35841 1.36621 0.0 -0.1 -0.1
H 3.60865 -3.17789 -0.56409 0.1 0.0 0.1
H 4.42585 2.38331 -5.87229 0.0 0.0 -0.1
H -3.55425 -0.91279 2.43361 0.1 0.0 0.0
H -6.21925 0.95411 -5.30799 0.0 0.0 0.0
H -2.39015 4.12681 -0.42079 -0.1 0.0 0.1
H 4.28395 -0.63979 0.44691 0.0 0.2 -0.2
H 3.61645 -4.33939 -1.90009 -0.1 -0.2 0.0
H 4.19335 0.34421 -4.52109 0.1 0.0 0.0
H 5.69825 1.17411 -4.09189 -0.1 -0.1 0.0
H -5.29365 0.65871 2.84921 0.0 0.0 0.0
H 4.58595 3.37271 -4.41089 0.0 0.1 0.0
H 0.16185 5.26491 -0.49369 0.0 -0.1 -0.1
H -2.46115 3.65311 3.33891 0.0 0.0 0.0
H 5.03915 -1.33619 6.00761 0.1 0.0 0.0
H -2.11015 2.61031 -1.30299 0.0 0.0 0.0
H -2.20575 0.17311 5.57951 0.0 0.0 0.0
H 5.00675 -3.27699 -1.64059 0.1 0.0 0.0
H -0.25055 5.48611 -6.06649 0.0 0.0 -0.1
H -2.33695 -0.79429 -4.87459 0.1 0.0 0.1
H -3.48735 -8.38199 2.54741 0.0 -0.1 0.0
H 4.97595 0.95761 2.14491 0.1 0.0 0.1
H -3.66005 3.32241 4.61781 0.1 0.0 -0.1
H -5.30765 3.13251 -4.57269 0.0 0.0 0.0
H 6.38185 -1.30399 3.56901 0.0 0.0 0.1
H 1.57905 6.05191 -4.49789 0.0 0.1 0.0
H 5.96335 -2.78079 4.44341 0.1 0.0 0.0
H -0.72605 2.08731 2.91131 0.0 -0.1 0.0
H 4.29345 2.31471 1.22771 0.0 0.1 0.0
```
Positions in Å, forces in eV/Å.

calculated total energy	-106549.64680	eV
2S+1	1
HOMO-LUMO gap (spin up / spin down)	6.0 / 4.7	eV
energy relative to the best compared isomer or geometry (same formula, charge and spin)	2.089	eV
LUMO level (spin up / spin down)	0.0705 / 0.0655	hartree
total charge	-1

Results of the Löwdin charge analysis, in e, for atoms 1 through 6: number 1, Rb, carries 0.845; number 2, S, carries 0.597; number 3, S, carries 0.639; number 4, S, carries 0.866; number 5, P, carries 0.842; number 6, O, carries -0.165

***

Record 2
DFT (ωB97M-V with the def2-TZVPD basis set) results for a molecular structure, C58H82AsCsF9N7O4P4SSi2 at a distorted geometry.

XYZ file:
```
169
Properties=species:S:1:pos:R:3:forces:R:3
Cs -0.56920 -0.66240 -0.08390 0.4 2.3 0.7
As -1.68440 -2.85680 3.08210 -0.2 -0.6 0.6
S -0.35380 4.50940 -2.60740 -0.6 -0.2 -1.1
P 1.13850 1.36010 2.51550 0.0 -1.0 -0.8
P 3.11950 0.52190 0.46200 -1.3 -0.8 0.1
P 0.80110 -4.03020 -0.37820 0.3 -2.3 -0.7
P -0.34030 -3.10660 -2.92090 0.7 -1.5 -1.2
Si 4.11590 -0.35240 -2.23930 -0.5 -0.3 -0.1
Si -1.37900 2.50760 3.51940 -0.5 -0.1 -0.2
F -3.85920 1.85310 -0.60840 0.5 0.2 -0.2
F -6.37770 -1.27620 -1.60490 -0.1 0.2 -0.2
F -5.04830 0.74180 -2.87190 -0.2 0.2 0.1
F -4.91470 -2.78410 -1.18360 0.3 -0.2 -0.1
F -4.37630 0.66540 1.10540 0.3 -0.2 0.2
F -5.74270 -1.62200 0.41020 0.1 0.1 0.4
F -5.84410 1.07170 -0.39260 -0.3 0.0 -0.1
F -2.92680 0.50320 -2.87640 0.5 0.0 0.2
F -4.19920 -1.16130 -3.33200 0.2 -0.5 -0.1
O -2.98560 -1.03390 -0.53920 -1.1 -0.4 0.0
O 0.81940 -2.75050 0.29150 0.9 -0.6 0.5
O 0.73200 -3.89200 -2.03660 -0.1 0.1 0.4
O -1.08130 -2.02050 -2.31110 -0.5 0.0 -0.8
N -0.41620 3.47130 -1.48680 0.2 -0.1 0.7
N 0.62370 -2.60140 -4.19330 -0.5 -0.1 0.6
N 2.15450 -4.98690 -0.22540 -0.6 0.4 -0.2
N -0.45410 1.40090 2.61230 -0.5 1.0 0.8
N -1.36870 -4.38490 -3.36390 0.6 0.8 0.2
N -0.48570 -5.00160 0.02630 0.5 0.4 -0.3
N 2.99280 -0.09990 -1.00570 1.2 0.2 -0.9
C -4.53560 0.77070 -0.20920 -0.5 0.0 0.2
C 2.11680 1.11020 5.30070 0.0 0.1 -0.3
C 2.00380 3.12630 -5.61780 0.1 -0.1 -0.2
C 3.38450 4.80460 3.04720 0.1 0.3 0.2
C 2.19150 -1.08040 6.29770 0.0 0.0 0.2
C -4.05430 -0.10540 -2.51290 -0.3 0.1 -0.2
C 1.64890 0.57550 4.10520 -0.1 -0.2 -0.1
C 4.88670 -2.47660 2.55810 0.1 -0.1 0.1
C -4.36500 4.64540 -3.50830 -0.1 0.0 -0.1
C 1.52320 3.70030 -4.45440 -0.2 0.1 0.1
C 1.17130 3.89990 1.66900 0.0 0.0 0.1
C 4.00630 -1.54690 2.03600 0.0 0.1 0.2
C -3.51200 -2.40550 2.56610 -0.1 0.0 0.0
C 5.74560 0.66470 -2.44400 -0.5 -0.2 0.3
C 1.62520 -3.42850 -4.81200 0.1 -0.1 0.0
C 0.15480 3.75120 -4.21790 0.0 0.3 0.2
C 1.11990 2.59410 -6.54660 0.0 0.0 0.0
C -4.49640 5.91700 -4.05270 0.1 0.0 0.0
C -0.24620 2.65570 -6.31170 0.1 -0.1 -0.1
C 4.70700 -2.18180 -2.24500 -0.2 0.5 -0.1
C 3.17340 -0.06400 -3.88090 0.4 -0.2 0.4
C -2.64990 -4.01970 -3.91770 -0.1 0.1 0.0
C -0.53290 3.65560 4.82120 0.0 -0.5 -0.5
C -3.12850 4.19430 -3.08240 0.4 0.0 0.1
C 5.48890 3.91710 0.80790 0.3 0.1 0.0
C 2.39260 0.28730 6.38010 0.1 -0.1 0.4
C 2.97230 3.49280 3.19860 -0.3 -0.2 0.1
C 4.45230 -0.48560 1.26180 -0.2 0.0 -0.1
C 1.60190 0.43050 1.18410 2.3 1.7 1.5
C 6.24380 -2.35940 2.30630 0.1 -0.2 0.1
C -5.28970 -1.54320 -0.84760 -0.3 -0.2 -0.1
C 3.93330 2.15290 0.31560 -0.1 0.0 0.0
C -0.89450 -5.68450 -3.75730 0.1 0.0 0.1
C 4.92160 4.70800 -0.17420 0.1 0.1 -0.1
C -2.01760 5.01450 -3.21360 0.2 0.1 0.3
C 4.98600 2.65530 1.07110 -0.1 -0.2 -0.2
C 5.81400 -0.39440 0.98970 -0.1 0.1 0.0
C 1.59370 5.20140 1.50830 0.0 0.2 0.0
C -0.49850 -6.42330 0.22590 0.2 -0.1 0.1
C -4.07510 -0.53300 -0.97770 -1.4 0.5 -0.4
C 6.69960 -1.31670 1.51600 0.4 0.0 -0.1
C 1.83030 3.04000 2.54750 0.0 0.1 -0.2
C -1.69360 -1.84520 4.76540 0.0 0.1 0.1
C 1.39930 -0.79610 4.05590 0.0 -0.2 0.0
C 2.69180 5.66890 2.21720 0.0 0.1 0.0
C 3.34630 2.96730 -0.64830 0.0 0.0 -0.1
C -2.13810 -4.61900 3.95100 0.2 0.2 -0.2
C -3.38720 6.74840 -4.14770 -0.2 0.0 -0.1
C 2.46630 -6.04260 -1.15780 -0.1 -0.1 0.0
C -2.15170 6.29670 -3.72350 0.2 -0.2 0.0
C -2.75470 1.59810 4.49350 0.4 0.3 -0.3
C 1.67400 -1.61870 5.12730 0.0 -0.2 0.1
C -0.73020 3.23890 -5.15400 -0.1 0.0 0.1
C 3.83020 4.23550 -0.88930 0.1 0.1 -0.1
C -2.36310 3.70690 2.39080 0.3 -0.4 0.3
C -1.79370 -4.41620 -0.15220 -0.4 0.1 0.2
C 3.29400 -4.42360 0.46320 0.1 0.1 0.3
C 0.06270 -1.58740 -5.05530 -0.1 0.2 -0.1
H 6.58130 0.18000 -1.94600 0.2 -0.1 0.1
H 0.85710 -0.92780 -5.40980 0.0 0.0 0.0
H -2.79580 3.16190 1.55890 -0.1 -0.2 -0.2
H -1.32480 -0.84470 4.55530 0.0 0.1 0.0
H -0.64550 -1.00150 -4.47410 -0.1 0.1 -0.1
H -1.27610 6.92520 -3.78710 0.1 0.2 0.0
H 1.23010 -3.97410 -5.68190 0.0 -0.1 0.0
H 3.13100 0.99270 -4.12320 0.0 0.3 0.0
H 6.32960 4.29000 1.38110 0.0 0.0 0.1
H -3.17420 4.17980 2.93970 -0.2 0.1 0.2
H -3.82450 -2.95430 1.68040 0.1 0.0 -0.1
H 3.55010 2.81420 3.80980 0.1 0.0 0.1
H 1.55740 -6.35790 -1.66470 0.0 -0.2 -0.1
H 0.49830 -6.76900 0.48590 0.0 -0.1 0.0
H 5.62740 1.65060 -2.00470 0.0 0.3 0.1
H -1.71300 -3.33670 -0.24960 -0.3 0.1 0.0
H 4.12420 -4.20960 -0.21500 -0.1 0.0 -0.1
H 0.98670 -1.19480 3.13240 0.1 -0.1 0.1
H 6.94170 -3.08300 2.71330 0.0 0.0 0.0
H 3.64210 -5.11290 1.23840 0.0 0.0 0.1
H 3.36200 4.86640 -1.63260 -0.1 0.1 -0.1
H -3.17250 0.81680 3.87080 -0.2 -0.3 -0.2
H 5.30320 -2.43830 -3.11710 0.2 0.0 -0.3
H 3.83330 -2.82520 -2.22980 -0.3 -0.2 0.0
H 2.25560 2.17680 5.40210 0.0 0.1 0.0
H -0.12340 3.08050 5.64690 0.1 -0.2 0.2
H -5.22480 3.99840 -3.40690 -0.1 0.0 0.0
H -2.46470 -5.34730 3.20720 0.0 0.0 -0.1
H -2.29730 -4.80070 -1.04480 0.0 0.0 0.0
H 4.51700 -3.30010 3.15530 0.0 0.0 0.1
H 3.02960 6.69160 2.09420 0.0 0.0 0.0
H 4.26580 5.15740 3.57120 0.0 0.0 0.0
H 1.48830 -2.68560 5.05650 0.0 0.0 0.0
H -4.22040 -2.58980 3.37720 0.1 0.0 0.0
H 2.89130 -6.90210 -0.62450 -0.1 0.0 0.0
H 3.61670 -0.58480 -4.72820 0.1 -0.1 -0.2
H 5.31790 5.69570 -0.37660 0.0 0.0 0.0
H -2.70360 -1.77650 5.17250 -0.1 0.0 -0.1
H 3.19910 -5.72340 -1.91020 -0.1 0.1 0.0
H -3.44170 -4.65260 -3.50430 0.0 0.0 0.0
H 5.29280 -2.40250 -1.35700 0.1 0.0 0.2
H -0.86700 -6.97220 -0.65550 0.1 0.0 0.0
H -2.40560 -4.64370 0.72520 -0.1 0.1 0.0
H 5.41650 2.05760 1.86260 0.0 0.0 0.1
H 6.02170 0.80210 -3.48800 -0.1 -0.1 -0.2
H -5.46140 6.26510 -4.39600 -0.1 0.0 0.0
H 2.15630 -0.40820 -3.74700 -0.3 -0.1 0.1
H 6.17510 0.40250 0.35730 0.1 0.1 -0.1
H -2.38940 1.14420 5.40800 0.2 -0.2 0.2
H -2.85510 -2.99360 -3.63410 -0.2 0.1 0.0
H -1.73100 4.48560 1.97770 0.2 0.2 -0.1
H -1.50910 -6.46330 -3.28460 0.1 0.0 -0.1
H 7.75960 -1.22930 1.30300 0.0 0.0 0.0
H 2.49660 2.56620 -1.18630 -0.1 0.1 -0.1
H 0.28960 4.19140 4.35810 0.2 0.2 -0.1
H 0.13530 -5.80390 -3.42840 0.0 -0.2 0.0
H 2.20300 4.11160 -3.72180 0.1 0.0 0.1
H -1.04200 -2.29500 5.51540 0.0 -0.1 -0.1
H -0.94430 -5.82160 -4.84760 0.1 0.0 0.1
H -3.49400 7.74930 -4.54600 0.0 0.0 0.0
H 2.98060 -3.48820 0.91430 0.2 0.0 0.1
H -0.90120 2.59120 -1.62440 -0.1 0.0 -0.3
H 1.07120 5.85780 0.82550 -0.1 0.0 -0.1
H -2.92500 -4.51820 4.70060 0.0 0.1 0.0
H 3.06920 3.08540 -5.80330 0.0 0.0 0.1
H -1.79610 3.29650 -4.99030 0.0 0.0 0.0
H -0.44660 -2.02010 -5.92800 0.0 0.0 0.0
H -3.01700 3.20920 -2.65250 -0.1 -0.1 0.1
H -0.94100 2.24160 -7.03150 0.0 0.0 0.0
H -1.24120 -5.01060 4.43440 0.0 0.0 0.0
H 2.41920 -1.71750 7.14520 0.0 0.0 0.0
H 2.76140 0.72050 7.30420 0.0 0.0 0.0
H -2.65260 -4.11170 -5.01360 -0.1 0.0 0.0
H 1.49400 2.12870 -7.44980 0.0 0.0 0.0
H -1.16550 -6.64920 1.06530 0.0 0.0 0.0
H -1.21990 4.39150 5.23380 -0.3 0.1 0.0
H 2.44900 -2.79430 -5.14850 0.0 0.0 0.0
H 2.01060 -4.13100 -4.07880 0.1 -0.1 0.0
H -3.53170 -1.34960 2.31540 0.0 0.1 -0.1
H 2.94370 -1.61040 2.22120 -0.1 0.0 0.0
H 0.33520 3.50650 1.10520 -0.1 0.1 -0.1
H -3.55600 2.28200 4.75720 -0.2 0.2 0.1
```
Positions in Å, forces in eV/Å.

calculated total energy	-229694.90542	eV
2S+1	1
HOMO-LUMO gap	4.2	eV
energy relative to the best compared isomer or geometry (same formula, charge and spin)	2.212	eV
LUMO level	0.1147	hartree
total charge	-2

Results of the Löwdin charge analysis, in e, for atoms 1 through 6: number 1, Cs, carries 1.295; number 2, As, carries 1.110; number 3, S, carries 0.971; number 4, P, carries 0.545; number 5, P, carries 0.577; number 6, P, carries 0.516

***

Record 3
DFT (ωB97M-V with the def2-TZVPD basis set) results for 2 unconnected molecules or ions with the total composition C3H11NO3 at a distorted geometry.

XYZ file:
```
18
Properties=species:S:1:pos:R:3:forces:R:3
O 0.79288 1.29443 -1.67488 1.4 -0.5 1.7
O -0.05613 2.32844 1.23349 -1.1 -0.6 -0.9
O -2.52773 -1.69439 -0.10499 1.1 -1.0 -4.0
N -0.42395 -0.42302 -0.06074 -2.2 0.1 -0.2
C 1.63440 0.81296 -0.54475 -1.2 -0.9 0.6
C -1.24998 -1.49838 0.51366 -0.1 -2.0 1.9
C 0.99918 -0.48687 0.11639 1.6 -2.4 -0.6
H 1.30461 -0.78830 1.21748 -0.5 1.3 -2.1
H 1.69240 1.47300 0.28624 -0.4 1.3 0.1
H -0.29481 1.40694 0.90750 0.0 1.2 0.5
H 1.29066 -1.40240 -0.49371 0.5 0.8 0.7
H -0.71264 -2.55843 0.53506 -0.6 2.0 -0.1
H -2.43272 -2.12689 -1.12205 -0.1 1.8 4.3
H 2.68817 0.69966 -0.76942 -0.1 -0.5 -1.1
H -1.56560 -1.27612 1.62140 0.9 -0.2 -2.0
H 0.05632 1.78453 -1.26735 0.5 -0.3 -0.1
H -0.57836 -0.46301 -1.07881 0.0 0.3 0.6
H -0.61670 2.91784 0.68548 0.4 -0.5 0.7
```
Positions in Å, forces in eV/Å.

calculated total energy	-10919.77985	eV
2S+1	1
HOMO-LUMO gap	9.9	eV
energy relative to the best compared isomer or geometry (same formula, charge and spin)	3.226	eV
LUMO level	0.0202	hartree

Results of the natural (NBO) charge analysis, in e, for atoms 1 through 6: number 1, O, carries -0.726; number 2, O, carries -0.968; number 3, O, carries -0.716; number 4, N, carries -0.695; number 5, C, carries -0.098; number 6, C, carries 0.109